Formula: C8H11N4O
Source: OMol25
Level of theory: ωB97M-V with the def2-TZVPD basis set

```
24
C8H11N4O, DFT ωB97M-V with the def2-TZVPD basis set
C -3.118 0.409 0.561
N -1.672 0.010 0.763
N -1.416 -1.285 0.380
C -0.241 -1.439 -0.188
N 0.030 -2.654 -0.695
C 0.895 -0.503 -0.163
N 2.080 -1.138 -0.048
C 3.133 -0.348 0.070
C 3.088 1.003 0.409
C 1.778 1.582 0.372
C 0.700 0.862 -0.152
C -0.587 1.386 -0.571
O -1.044 0.899 -1.762
H -3.618 0.952 1.352
H -3.272 1.039 -0.305
H -3.736 -0.517 0.475
H -1.365 0.388 1.720
H 0.979 -2.959 -0.657
H -0.712 -3.335 -0.693
H 4.189 -0.851 0.037
H 3.915 1.685 0.621
H 1.508 2.466 0.797
H -0.845 2.321 -0.357
H -0.667 0.026 -1.965
```

Output
SMILES: C/[NH+]=N/C(N)=c1/nccc/c1=C/O
ΔE to the lowest compared entry with this formula, charge and spin: 53.7 kcal per mole
Gap between HOMO and LUMO (alpha / beta): 0.2862 / 0.2861 hartree
Electronic energy: -605.35794 hartree
Net charge: +1
2S+1: 1

Quick look at the Löwdin charges, all values in e:
1 C -0.034
2 N -0.116
3 N 0.095
4 C -0.332
5 N 0.185
6 C -0.172
7 N 0.138
8 C -0.112
9 C 0.013
10 C 0.049
11 C -0.146
12 C 0.011
13 O 0.112
14 H 0.083
15 H 0.072
16 H 0.103
17 H 0.193
18 H 0.100
19 H 0.128
20 H 0.161
21 H 0.125
22 H 0.096
23 H 0.116
24 H 0.131

=====

Formula: C32H26N8O2Ti
Source: OMol25
Level of theory: ωB97M-V with the def2-TZVPD basis set

```
69
C32H26N8O2Ti, DFT ωB97M-V with the def2-TZVPD basis set
Ti 0.263 -0.502 -0.299
C 0.823 0.399 -4.628
C 1.957 -0.341 -4.919
C 2.676 -0.914 -3.876
C 2.226 -0.740 -2.589
N 1.071 -0.094 -2.305
C 0.402 0.481 -3.318
C 2.984 -1.145 -1.390
C 4.305 -1.526 -1.412
C 4.962 -1.718 -0.206
C 4.288 -1.505 0.987
C 2.960 -1.146 0.947
N 2.305 -0.990 -0.229
C 2.137 -0.862 2.136
C 2.591 -0.995 3.431
C 1.734 -0.680 4.477
C 0.458 -0.230 4.183
C 0.082 -0.121 2.860
N 0.890 -0.443 1.843
H 0.260 0.899 -5.405
H 2.292 -0.459 -5.942
H 3.580 -1.471 -4.075
H -0.491 1.027 -3.059
H 4.833 -1.639 -2.348
H 6.007 -2.003 -0.196
H 4.806 -1.607 1.929
H 3.596 -1.333 3.635
H 2.065 -0.777 5.503
H -0.236 0.045 4.966
H -0.890 0.266 2.595
O 1.333 7.048 0.498
C 0.116 6.539 0.251
O -0.771 7.228 -0.148
C -0.056 5.039 0.328
C -1.360 4.574 0.418
C -1.630 3.216 0.414
C -0.589 2.311 0.281
C 0.725 2.768 0.213
C 0.989 4.127 0.237
N -0.800 0.907 0.182
C -2.010 0.300 -0.378
C -2.149 -1.946 0.831
C -2.873 -3.012 1.320
C -2.268 -4.255 1.461
C -0.936 -4.403 1.108
C -0.256 -3.298 0.649
N -0.839 -2.093 0.514
H 1.935 6.412 0.904
H -2.161 5.298 0.488
H -2.656 2.875 0.509
H 1.544 2.063 0.126
H 2.017 4.461 0.152
H -2.667 1.052 -0.818
H -3.916 -2.881 1.581
H -2.836 -5.099 1.833
H -0.431 -5.355 1.193
H 0.791 -3.364 0.385
N -5.163 -0.005 0.573
C -4.182 -0.675 0.001
C -2.802 -0.580 0.624
N -1.435 -0.563 -1.406
C -2.152 -1.418 -2.119
C -3.515 -1.755 -1.990
N -4.419 -1.302 -1.125
H -5.080 0.406 1.489
H -6.076 0.004 0.131
H -2.868 -0.060 1.582
H -1.601 -1.959 -2.881
H -3.888 -2.484 -2.703
```

Output
<S²>: 0.76
Gap between HOMO and LUMO (alpha / beta): 0.2252 / 0.2159 hartree
Electronic energy: -2672.23808 hartree
Net charge: +3
2S+1: 2

Quick look at the Löwdin charges, all values in e:
1 Ti 1.171
2 C 0.012
3 C 0.028
4 C 0.041
5 C -0.189
6 N 0.024
7 C -0.078
8 C -0.164
9 C 0.051
10 C 0.046
11 C 0.051
12 C -0.167
13 N 0.042
14 C -0.188
15 C 0.045
16 C 0.024
17 C 0.012
18 C -0.076
19 N 0.026
20 H 0.136
21 H 0.141
22 H 0.132
23 H 0.126
24 H 0.134
25 H 0.145
26 H 0.132
27 H 0.130
28 H 0.141
29 H 0.134
30 H 0.109
31 O 0.153
32 C -0.470
33 O 0.171
34 C -0.099
35 C 0.030
36 C 0.007
37 C -0.254
38 C -0.019
39 C 0.009
40 N -0.061
41 C -0.284
42 C -0.194
43 C 0.040
44 C 0.029
45 C 0.009
46 C -0.066
47 N -0.002
48 H 0.108
49 H 0.141
50 H 0.118
51 H 0.102
52 H 0.128
53 H 0.174
54 H 0.143
55 H 0.141
56 H 0.136
57 H 0.125
58 N 0.258
59 C -0.338
60 C -0.097
61 N -0.084
62 C -0.070
63 C -0.038
64 N 0.160
65 H 0.141
66 H 0.157
67 H 0.153
68 H 0.136
69 H 0.134

=====

Formula: C4H9NS3
Source: OMol25
Level of theory: ωB97M-V with the def2-TZVPD basis set

```
17
C4H9NS3, DFT ωB97M-V with the def2-TZVPD basis set
C 2.761 0.712 -0.669
C 2.150 -0.145 0.457
S 0.910 -1.273 -0.164
C -0.517 -0.251 -0.274
N -0.470 0.964 0.078
S -1.654 2.146 -0.160
S -1.908 -1.089 -0.941
C -2.871 -1.233 0.630
H 3.315 0.111 -1.411
H 1.899 1.206 -1.142
H 3.445 1.442 -0.265
H 2.898 -0.745 0.954
H 1.685 0.490 1.205
H -2.472 1.515 -1.030
H -2.248 -1.729 1.385
H -3.261 -0.250 1.013
H -3.660 -1.871 0.334
```

Output
SMILES: CCS/C(=N/S)SC
ΔE to the lowest compared entry with this formula, charge and spin: 12.8 kcal per mole
Gap between HOMO and LUMO: 0.3254 hartree
Electronic energy: -1407.09455 hartree
2S+1: 1

Quick look at the Löwdin charges, all values in e:
1 C -0.156
2 C -0.549
3 S 0.888
4 C -1.112
5 N -0.471
6 S 0.714
7 S 0.786
8 C -0.354
9 H 0.074
10 H 0.061
11 H 0.062
12 H 0.061
13 H 0.065
14 H -0.167
15 H 0.046
16 H 0.047
17 H 0.005

=====

Formula: C35H40N3O8
Source: OMol25
Level of theory: ωB97M-V with the def2-TZVPD basis set

```
86
C35H40N3O8, DFT ωB97M-V with the def2-TZVPD basis set
C 1.810 2.698 -1.887
C 2.045 3.468 -0.692
N 1.837 2.583 0.458
C 2.635 1.731 1.106
C 1.973 1.000 1.965
N 0.609 1.445 1.872
C 0.548 2.358 0.943
C -0.527 0.600 2.314
H 2.271 1.807 -1.858
H 2.044 3.122 -2.900
H 0.726 2.674 -1.975
H 1.459 4.394 -0.684
H 3.011 4.005 -0.546
H 3.709 1.708 0.761
H 2.405 0.045 2.682
H -0.159 3.038 0.773
H -0.106 -0.148 3.087
H -0.865 -0.072 1.468
H -1.426 1.065 2.755
N -3.238 -2.931 2.463
C -3.721 -4.049 3.011
C -3.779 -5.255 2.326
C -3.064 -5.311 1.152
C -2.445 -4.146 0.719
C -2.601 -2.925 1.358
H -4.284 -4.162 4.022
H -4.389 -6.151 2.753
H -3.183 -6.168 0.607
H -2.182 -4.156 -0.287
H -2.289 -1.987 0.909
C -3.981 1.441 0.379
C -3.585 0.039 -0.158
C -2.618 0.019 -1.241
C -1.888 1.206 -1.715
C -2.352 2.382 -1.084
C -3.249 2.535 -0.047
O -3.433 3.838 0.418
O -2.328 -1.145 -1.770
H -4.707 1.638 1.252
H -3.952 -0.733 0.245
H -1.026 0.996 -2.375
H -1.817 3.244 -1.732
H -2.622 4.391 0.350
H -3.040 -1.805 -1.908
C 2.243 -2.887 5.105
C 0.802 -2.144 5.067
C -0.250 -2.740 4.351
C -0.030 -3.991 3.682
C 1.137 -4.719 3.810
C 2.246 -4.131 4.433
O 3.499 -4.798 4.389
O -1.403 -2.079 4.111
H 3.013 -2.302 5.528
H 0.571 -1.219 5.511
H -0.890 -4.390 3.026
H 1.142 -5.759 3.565
H 3.212 -5.538 3.790
H -1.896 -2.823 3.737
C 2.132 -2.542 0.945
C 1.127 -2.317 -0.196
C 1.761 -1.557 -1.197
C 2.970 -1.016 -1.220
C 3.873 -1.286 0.035
C 3.492 -2.022 0.998
O 4.136 -2.120 2.237
O 0.833 -1.145 -2.202
H 1.666 -2.963 1.787
H 0.125 -2.551 0.026
H 3.381 -0.516 -2.008
H 4.969 -0.894 -0.037
H 4.076 -2.982 2.409
H 0.061 -1.736 -2.288
C -0.455 4.027 -6.620
C 1.056 4.285 -6.748
C 1.718 5.034 -5.706
C 0.835 5.553 -4.693
C -0.569 5.329 -4.622
C -1.148 4.511 -5.540
O -2.549 4.189 -5.425
O 3.039 5.278 -5.736
H -0.923 3.469 -7.330
H 1.776 3.947 -7.418
H 1.341 5.883 -3.786
H -0.929 5.766 -3.764
H -2.729 4.748 -4.782
H 3.349 4.813 -6.478
```

Output
ΔE to the lowest compared entry with this formula, charge and spin: 37.4 kcal per mole
Gap between HOMO and LUMO: 0.2879 hartree
Electronic energy: -2123.26928 hartree
Net charge: +1
2S+1: 1

Quick look at the Löwdin charges, all values in e:
1 C -0.053
2 C -0.191
3 N -0.018
4 C -0.085
5 C 0.005
6 N -0.044
7 C 0.011
8 C 0.026
9 H 0.032
10 H 0.116
11 H 0.073
12 H 0.134
13 H 0.146
14 H 0.172
15 H 0.221
16 H 0.117
17 H 0.096
18 H 0.098
19 H 0.109
20 N 0.029
21 C -0.141
22 C -0.061
23 C -0.055
24 C -0.055
25 C -0.179
26 H 0.151
27 H 0.151
28 H 0.086
29 H 0.083
30 H 0.089
31 C 0.051
32 C 0.053
33 C -0.337
34 C 0.013
35 C -0.079
36 C -0.378
37 O 0.010
38 O 0.025
39 H 0.143
40 H 0.002
41 H 0.114
42 H 0.153
43 H 0.109
44 H 0.147
45 C 0.082
46 C 0.058
47 C -0.357
48 C -0.021
49 C -0.049
50 C -0.333
51 O 0.003
52 O 0.016
53 H 0.084
54 H 0.078
55 H 0.125
56 H 0.116
57 H 0.110
58 H 0.032
59 C 0.083
60 C 0.071
61 C -0.339
62 C 0.025
63 C -0.012
64 C -0.374
65 O 0.071
66 O -0.016
67 H 0.057
68 H 0.070
69 H 0.079
70 H 0.158
71 H 0.010
72 H 0.086
73 C 0.050
74 C 0.066
75 C -0.329
76 C -0.011
77 C -0.034
78 C -0.299
79 O 0.071
80 O 0.078
81 H 0.075
82 H 0.073
83 H 0.103
84 H 0.086
85 H -0.008
86 H 0.076